Model a:
The following is a DFT calculation (wB97M-V/def2-TZVPD) of an isolated molecule of C3H4N2S.

Properties
LUMO energy   -0.20 eV
Gap between HOMO and LUMO   9.33 eV
SMILES   C/C(C#N)=N\S

The geometry in ORCA input format:
```
! wB97M-V def2-TZVPD RIJCOSX def2/J DEFGRID3
* xyz 0 1
C 0.49 -0.92 0.49
C -0.11 0.46 0.20
C -0.10 1.32 1.40
N -0.04 1.79 2.47
N -0.60 0.91 -0.96
S -0.52 -0.29 -2.27
H 0.65 -1.58 -0.37
H -0.24 -1.41 1.16
H 1.33 -0.87 1.17
H -0.87 0.60 -3.29
*
```

=====

Model b:
The following is a DFT calculation (wB97M-V/def2-TZVPD) of an isolated molecule of C3H4N2S.

Properties
LUMO energy   0.61 eV
Gap between HOMO and LUMO   9.05 eV
SMILES   Sc1cn[nH]c1

The geometry in ORCA input format:
```
! wB97M-V def2-TZVPD RIJCOSX def2/J DEFGRID3
* xyz 0 1
S -2.37 -0.24 -0.03
C -0.65 -0.07 -0.16
C 0.01 -1.30 -0.01
N 1.33 -1.05 0.00
N 1.50 0.17 0.08
C 0.36 0.94 -0.05
H -2.53 1.13 0.68
H -0.51 -2.23 -0.05
H 2.35 0.68 -0.17
H 0.53 1.98 -0.29
*
```

=====

Model c:
The following is a DFT calculation (wB97M-V/def2-TZVPD) of an isolated molecule of C3H4N2S.

Properties
LUMO energy   -0.62 eV
Gap between HOMO and LUMO   8.18 eV
SMILES   [H]/N=N\CC=C=S

The geometry in ORCA input format:
```
! wB97M-V def2-TZVPD RIJCOSX def2/J DEFGRID3
* xyz 0 1
H -1.92 -0.16 1.45
N -1.90 -1.00 0.84
N -0.93 -1.00 0.10
C 0.15 -0.04 0.30
C 0.54 0.44 1.71
C 1.65 0.02 2.26
S 3.12 -0.16 2.75
H -0.14 0.91 -0.27
H 1.13 -0.45 -0.06
H -0.32 0.96 2.24
*
```

=====

Model d:
The following is a DFT calculation (wB97M-V/def2-TZVPD) of C3H4N2S as an isolated structure.

Properties
LUMO energy   -0.18 eV
Gap between HOMO and LUMO   9.17 eV

The geometry in ORCA input format:
```
! wB97M-V def2-TZVPD RIJCOSX def2/J DEFGRID3
* xyz 0 1
C 0.20 -0.47 0.06
C -1.08 -0.79 -0.60
C 0.30 1.01 -0.37
N 0.78 -1.20 0.92
N -1.62 -1.98 -0.93
S -1.41 0.92 -1.02
H 0.53 1.92 0.33
H 0.94 0.84 -1.19
H 1.49 -0.93 1.53
H -2.44 -1.79 -1.41
*
```

=====

Which is the most stable structure? model a is the most stable.

=====

Model a:
The following is a DFT calculation (wB97M-V/def2-TZVPD) of C24H27HgI3N2O2P as an isolated structure.

Properties
LUMO energy (spin up / spin down)   -0.15 / -0.86 eV
Gap between HOMO and LUMO (spin up / spin down)   7.11 / 7.49 eV
Expectation value of S²   0.790

The geometry in ORCA input format:
```
! wB97M-V def2-TZVPD RIJCOSX def2/J DEFGRID3
* xyz 0 2
Hg -2.00 1.35 0.05
I -6.30 0.70 -0.67
C -7.50 -0.88 0.16
I -6.63 -2.78 0.43
H -8.34 -1.02 -0.50
H -7.94 -0.58 1.11
C 1.85 3.38 -0.79
C 1.97 1.87 -0.44
C 3.48 1.50 -0.39
O 1.38 1.61 0.84
H 2.37 3.59 -1.75
H 2.35 4.02 -0.10
H 0.76 3.59 -0.87
H 3.92 1.86 -1.32
H 3.50 0.43 -0.33
H 3.96 2.07 0.49
N -1.11 3.54 1.84
C -2.08 3.99 1.14
O -2.74 3.27 0.29
C -2.65 5.34 1.18
I -2.12 6.55 -0.45
H 0.64 2.11 1.08
H -0.56 4.14 2.37
H -2.46 5.88 2.10
H -3.73 5.15 1.14
N -1.42 -0.53 -0.46
P 0.03 -1.20 -0.23
C 0.64 -1.11 1.44
C 2.00 -1.09 1.70
C 2.43 -0.81 3.02
C 1.48 -0.74 4.03
C 0.17 -1.02 3.74
C -0.28 -1.15 2.46
C -0.11 -2.95 -0.56
C -0.87 -3.39 -1.67
C -1.02 -4.75 -1.96
C -0.56 -5.68 -1.08
C 0.25 -5.27 0.02
C 0.43 -3.92 0.29
C 1.35 -0.46 -1.27
C 1.19 0.98 -1.58
C 1.66 1.32 -2.95
C 2.52 0.54 -3.64
C 2.95 -0.71 -3.05
C 2.27 -1.20 -1.92
H 2.74 -1.05 0.91
H 3.46 -0.77 3.29
H 1.87 -0.44 4.99
H -0.41 -1.00 4.64
H -1.33 -1.12 2.21
H -1.28 -2.59 -2.28
H -1.66 -4.94 -2.76
H -0.66 -6.68 -1.25
H 0.63 -6.01 0.76
H 0.98 -3.58 1.15
H 0.16 1.32 -1.43
H 1.19 2.14 -3.41
H 2.93 0.78 -4.51
H 3.65 -1.41 -3.58
H 2.62 -2.21 -1.66
*
```

=====

Model b:
The following is a DFT calculation (wB97M-V/def2-TZVPD) of C24H27HgI3N2O2P as an isolated structure.

Properties
LUMO energy (spin up / spin down)   -0.41 / -1.19 eV
Gap between HOMO and LUMO (spin up / spin down)   7.19 / 6.74 eV
Expectation value of S²   0.787

The geometry in ORCA input format:
```
! wB97M-V def2-TZVPD RIJCOSX def2/J DEFGRID3
* xyz 0 2
Hg 0.26 0.89 3.37
I 1.06 -5.23 1.10
C 1.90 -4.73 3.03
I 3.25 -3.12 3.17
H 2.41 -5.61 3.46
H 1.06 -4.54 3.67
C -0.29 -2.41 -1.08
C -0.70 -1.03 -1.41
C -2.15 -1.05 -1.79
O -0.56 -0.24 -0.20
H -0.33 -3.03 -1.97
H -0.94 -2.74 -0.30
H 0.73 -2.41 -0.62
H -2.34 -1.82 -2.48
H -2.43 -0.07 -2.21
H -2.72 -1.24 -0.88
N -2.43 -3.12 4.39
C -3.45 -2.19 4.47
O -4.45 -2.44 5.12
C -3.15 -0.86 3.84
I -4.59 -0.50 2.30
H -2.87 -4.03 4.44
H -1.76 -2.99 3.63
H -2.20 -0.81 3.29
H -3.42 -0.09 4.56
N 1.64 1.17 0.43
P 0.26 1.17 -0.37
C -0.69 2.54 0.35
C -2.05 2.65 0.39
C -2.67 3.73 0.99
C -1.94 4.71 1.65
C -0.58 4.59 1.59
C 0.03 3.58 0.94
C 2.66 0.70 -0.41
C 3.10 -0.64 -0.47
C 4.33 -0.98 -1.05
C 5.18 -0.03 -1.58
C 4.76 1.33 -1.47
C 3.56 1.68 -0.89
C 0.23 1.17 -2.15
C 0.16 -0.30 -2.54
C -0.22 -0.57 -3.95
C -0.48 0.44 -4.80
C -0.53 1.80 -4.33
C -0.14 2.11 -3.05
H -2.56 1.78 -0.03
H -3.76 3.78 0.90
H -2.41 5.58 2.12
H 0.05 5.41 2.00
H 1.13 3.56 0.83
H 2.54 -1.50 0.00
H 4.66 -2.04 -1.12
H 6.13 -0.29 -2.03
H 5.39 2.13 -1.84
H 3.22 2.69 -0.76
H 1.11 -0.76 -2.35
H -0.18 -1.59 -4.31
H -0.82 0.06 -5.76
H -0.77 2.59 -5.03
H -0.24 3.15 -2.80
*
```

=====

Which is the most stable structure? model b is the most stable.

=====

Model a:
The following is a DFT calculation (wB97M-V/def2-TZVPD) of a 2-piece molecular cluster, C3H5O3 overall.

Properties
LUMO energy   4.27 eV
Gap between HOMO and LUMO   8.64 eV

The geometry in ORCA input format:
```
! wB97M-V def2-TZVPD RIJCOSX def2/J DEFGRID3
* xyz -1 1
O -1.18 -0.83 -1.21
C -0.49 -1.87 -1.00
O 0.55 -1.96 -0.31
H -0.85 -2.78 -1.51
O 0.23 1.63 2.30
C 0.26 0.84 1.38
C 0.32 1.25 -0.05
H 0.27 -0.24 1.61
H 0.01 2.30 -0.10
H -0.43 0.57 -0.60
H 1.30 1.10 -0.50
*
```

=====

Model b:
The following is a DFT calculation (wB97M-V/def2-TZVPD) of a 2-piece molecular cluster, C3H5O3 overall.

Properties
LUMO energy   4.26 eV
Gap between HOMO and LUMO   8.90 eV

The geometry in ORCA input format:
```
! wB97M-V def2-TZVPD RIJCOSX def2/J DEFGRID3
* xyz -1 1
C -1.61 -0.19 -0.33
C -1.34 1.08 -0.64
O -0.18 1.72 -0.51
H -2.61 -0.59 -0.47
H -0.86 -0.85 0.07
H -2.13 1.72 -1.04
H 0.51 1.09 -0.15
O 1.32 -1.95 1.13
C 2.04 -1.01 0.75
O 1.70 0.10 0.28
H 3.14 -1.13 0.91
*
```

=====

Which is the most stable structure? model b is the most stable.

=====

Model a:
The following is a DFT calculation (wB97M-V/def2-TZVPD) of a 6-piece molecular cluster, C4H20N2O6 overall.

Properties
LUMO energy   0.36 eV
Gap between HOMO and LUMO   9.72 eV
SMILES   C[C@@H](CN)NC=O.O.O.O.O.O

The geometry in ORCA input format:
```
! wB97M-V def2-TZVPD RIJCOSX def2/J DEFGRID3
* xyz 0 1
C -1.23 0.99 -2.71
C -0.72 1.39 -1.29
C -0.90 0.14 -0.24
N -2.20 0.14 0.36
N 0.65 1.92 -1.39
C 1.69 1.08 -1.74
O 1.64 -0.07 -2.08
H -0.87 1.73 -3.39
H -2.29 0.81 -2.68
H -0.82 0.05 -3.07
H -1.52 2.23 -1.01
H -0.50 -0.81 -0.72
H -0.14 0.51 0.47
H -2.95 0.19 -0.35
H -2.33 1.01 0.83
H 0.71 2.91 -1.33
H 2.65 1.64 -1.67
O 0.47 -3.60 1.26
H -0.41 -3.71 0.87
H 0.95 -4.07 0.58
O 3.22 0.76 2.55
H 3.51 0.44 1.68
H 2.52 0.08 2.68
O -1.93 -3.90 -0.47
H -1.60 -3.59 -1.31
H -2.53 -3.34 0.01
O 0.24 3.03 2.31
H 1.09 2.60 2.21
H 0.38 3.98 2.24
O 1.38 -1.27 2.71
H 0.65 -0.99 2.16
H 1.21 -2.27 2.54
*
```

=====

Model b:
The following is a DFT calculation (wB97M-V/def2-TZVPD) of a 6-piece molecular cluster, C4H20N2O6 overall.

Properties
LUMO energy   0.49 eV
Gap between HOMO and LUMO   9.58 eV
SMILES   CN(C)C(=O)CN.O.O.O.O.O

The geometry in ORCA input format:
```
! wB97M-V def2-TZVPD RIJCOSX def2/J DEFGRID3
* xyz 0 1
C 0.69 -0.18 -3.26
N 0.59 -0.69 -1.89
C 1.24 -1.97 -1.71
C 1.03 0.28 -0.92
O 2.21 0.46 -0.70
C -0.02 1.15 -0.28
N 0.21 2.57 -0.32
H 0.41 -1.01 -3.90
H 1.70 0.13 -3.54
H 0.03 0.68 -3.35
H 1.26 -2.55 -2.62
H 2.23 -1.96 -1.23
H 0.73 -2.63 -0.98
H 0.13 0.91 0.78
H -1.06 0.91 -0.45
H 1.18 2.84 -0.19
H -0.15 3.03 -1.15
O -3.61 0.40 -1.11
H -4.27 0.28 -0.42
H -2.99 -0.31 -1.03
O 2.34 0.22 2.49
H 3.18 0.50 2.13
H 1.86 -0.13 1.73
O -0.31 -0.67 3.24
H -0.41 -0.26 4.10
H -0.23 0.06 2.65
O -1.80 1.86 1.94
H -1.61 2.71 1.52
H -2.56 2.08 2.48
O -0.89 -3.00 1.74
H 0.03 -2.81 1.61
H -1.12 -2.91 2.66
*
```

=====

Which is the most stable structure? model a is the most stable.